(1)
Density functional theory data (ωB97M-V/def2-TZVPD) for a cluster of 7 separate species, C42H35N7O14 in total at a distorted geometry.

```
98
C42H35N7O14 ωB97M-V/def2-TZVPD
O 0.1115 -2.6301 8.9206
N 1.2463 -2.1809 8.7934
O 2.1920 -2.2975 9.5478
C 1.3825 -1.2236 7.6496
C 0.5863 -1.3269 6.4564
C 0.7576 -0.4492 5.3581
C 1.7530 0.4950 5.4611
C 2.5633 0.6210 6.5752
C 2.3806 -0.2519 7.6494
H -0.2380 -2.0245 6.4765
H 0.1331 -0.4634 4.4771
H 1.8008 1.1612 4.6124
H 3.1605 1.5198 6.6180
H 3.0114 -0.0398 8.5000
O -1.9755 -7.6970 3.8856
N -2.5322 -6.6433 3.5316
O -3.4418 -6.0654 4.1718
C -2.1465 -6.1259 2.2052
C -2.9211 -5.0983 1.5687
C -2.4407 -4.4909 0.4059
C -1.1584 -4.7413 -0.0828
C -0.3750 -5.7902 0.4202
C -0.9228 -6.4117 1.5862
H -3.8018 -4.7702 2.1008
H -3.1287 -3.8468 -0.1216
H -0.8157 -4.2866 -1.0005
H 0.5891 -6.1131 0.0560
H -0.1915 -7.0679 2.0346
O -3.6079 5.9501 2.1812
N -3.9488 6.0367 0.9680
O -4.9732 6.5256 0.6582
C -3.0335 5.4296 -0.0196
C -1.8444 4.8042 0.3722
C -1.0413 4.2014 -0.6370
C -1.3931 4.2871 -1.9694
C -2.5440 4.8029 -2.3576
C -3.4035 5.3697 -1.4079
H -1.4588 4.8962 1.3768
H -0.0644 3.8498 -0.3399
H -0.6182 3.9221 -2.6272
H -2.7771 4.7193 -3.4088
H -4.2522 5.9357 -1.7625
O -4.8141 -1.5206 0.0289
N -3.7985 -1.1042 -0.5476
O -2.8415 -0.7347 0.0798
C -3.7550 -1.1388 -2.0643
C -2.5769 -0.6997 -2.7246
C -2.5070 -0.8736 -4.0847
C -3.6628 -1.3496 -4.8468
C -4.8074 -1.6318 -4.1703
C -4.8206 -1.6364 -2.7816
H -1.7442 -0.2415 -2.2117
H -1.5737 -0.6800 -4.5926
H -3.7943 -1.3540 -5.9188
H -5.6615 -1.9942 -4.7232
H -5.7131 -2.0045 -2.2976
O 0.4249 0.2989 2.0527
N 0.2951 -0.6502 1.2788
O 0.0687 -1.8074 1.6493
C 0.4860 -0.4405 -0.1565
C 0.6068 -1.4826 -1.0470
C 0.8243 -1.2474 -2.3971
C 0.9835 0.0650 -2.8498
C 0.8671 1.1142 -2.0013
C 0.5994 0.8626 -0.6308
H 0.5872 -2.5239 -0.7611
H 0.9908 -2.1030 -3.0347
H 1.2568 0.1210 -3.8931
H 0.8955 2.1260 -2.3778
H 0.5789 1.6883 0.0651
O 0.3356 2.8208 3.2228
N 1.4520 3.2177 3.0044
O 1.9771 2.9382 1.9665
C 2.2023 4.1008 3.9416
C 3.4414 4.6324 3.5715
C 4.1488 5.4800 4.4194
C 3.6990 5.6427 5.7126
C 2.4996 5.0696 6.1278
C 1.6985 4.3104 5.2740
H 3.7777 4.3685 2.5797
H 5.0315 5.9477 4.0091
H 4.3488 6.1796 6.3877
H 2.0161 5.2115 7.0830
H 0.8174 3.8533 5.6994
O 0.9197 -0.7603 -6.2794
N 1.8905 -1.6044 -6.3960
O 2.2737 -2.2950 -5.4705
C 2.7143 -1.7100 -7.6201
C 3.5929 -2.8294 -7.7460
C 4.3391 -2.9160 -8.9247
C 4.2065 -1.9894 -9.9643
C 3.3583 -0.8815 -9.8254
C 2.5642 -0.8276 -8.7108
H 3.7021 -3.5250 -6.9272
H 4.9996 -3.7660 -9.0121
H 4.8562 -2.1178 -10.8174
H 3.2590 -0.0943 -10.5581
H 1.8658 -0.0047 -8.6730
```

Calculated values
* orbital gap: 7.97 eV
* ΔE to the lowest compared entry with this formula, charge and spin: 3.160 eV
* LUMO: -0.055 Ha
* SMILES string: O=[N+]([O-])c1ccccc1.O=[N+]([O-])c1ccccc1.O=[N+]([O-])c1ccccc1.O=[N+]([O-])c1ccccc1.O=[N+]([O-])c1ccccc1.O=[N+]([O-])c1ccccc1.O=[N+]([O-])c1ccccc1
* E_HOMO: -0.3482 hartree
* largest force on an atom: 4.43 eV Å⁻¹

Here are the Löwdin charges for atoms 1 to 5, given in e: number 1, O, carries 0.072; number 2, N, carries -0.347; number 3, O, carries 0.081; number 4, C, carries -0.118; number 5, C, carries 0.026

=====

(2)
Density functional theory data (ωB97M-V/def2-TZVPD) for a cluster of 7 separate species, C42H35N7O14 in total at a distorted geometry.

```
98
C42H35N7O14 ωB97M-V/def2-TZVPD
O 2.7875 8.3215 14.8871
N 3.2215 8.8591 13.8819
O 2.5587 9.0803 12.8573
C 4.7053 9.2077 13.7980
C 5.2308 9.8936 12.7268
C 6.5948 10.1742 12.6700
C 7.4561 9.7095 13.6445
C 6.9339 9.2531 14.8310
C 5.5836 8.9947 14.8822
H 4.5522 10.1566 11.9288
H 6.8833 10.6500 11.7443
H 8.4886 10.0222 13.5944
H 7.6103 9.0430 15.6463
H 5.0799 8.5645 15.7352
O 0.8285 4.2556 8.2274
N 0.1029 4.6364 7.2919
O -1.1273 4.5878 7.3580
C 0.5802 5.2037 5.9472
C 1.7310 5.9468 5.8688
C 2.0719 6.6661 4.7237
C 1.3687 6.4353 3.5448
C 0.2008 5.6477 3.5915
C -0.1560 4.9838 4.8134
H 2.3949 6.1105 6.7048
H 2.9438 7.2927 4.8396
H 1.6452 6.8896 2.6048
H -0.3656 5.4197 2.7007
H -1.0807 4.4296 4.8792
O 9.3535 12.7048 4.7174
N 9.8156 13.1068 3.6260
O 10.3916 12.4006 2.8111
C 9.2486 14.3451 2.9749
C 9.9678 15.0193 2.0052
C 9.4266 16.1330 1.3447
C 8.0850 16.5262 1.6376
C 7.3249 15.6627 2.4705
C 7.8975 14.6585 3.2054
H 10.8857 14.5667 1.6603
H 10.0296 16.7207 0.6684
H 7.6958 17.4307 1.1940
H 6.3024 15.8841 2.7388
H 7.2838 14.0239 3.8274
O 6.3645 1.6918 -0.4631
N 6.1101 0.7228 -1.2391
O 5.7125 -0.4127 -0.8649
C 6.2426 1.0279 -2.6653
C 5.5894 2.0689 -3.4233
C 5.8735 2.3440 -4.7561
C 6.8182 1.5838 -5.4077
C 7.3067 0.4256 -4.7441
C 7.1574 0.2478 -3.3904
H 4.8213 2.5788 -2.8609
H 5.4827 3.1919 -5.2991
H 7.0130 1.7380 -6.4587
H 7.9661 -0.1604 -5.3671
H 7.6100 -0.5892 -2.8795
O 1.7530 10.8047 -6.7255
N 1.3358 9.7534 -7.1612
O 1.4222 8.6712 -6.6151
C 0.6300 9.6833 -8.4418
C 0.0159 8.5139 -8.9133
C -0.6850 8.5310 -10.1388
C -0.7106 9.6923 -10.9325
C 0.0357 10.7794 -10.4926
C 0.6569 10.8285 -9.2420
H 0.0023 7.6346 -8.2864
H -1.1063 7.5967 -10.4792
H -1.2204 9.8068 -11.8777
H -0.0237 11.6761 -11.0916
H 1.1695 11.6509 -8.7652
O 1.7176 -7.7798 10.3881
N 1.7064 -7.8801 11.5864
O 1.5372 -9.0055 12.1061
C 1.9183 -6.6726 12.4038
C 1.8236 -5.3799 11.8624
C 2.0877 -4.2273 12.5835
C 2.2457 -4.3657 13.9844
C 2.2511 -5.6337 14.5893
C 2.1864 -6.7736 13.7932
H 1.5754 -5.3074 10.8138
H 2.0196 -3.2394 12.1525
H 2.4693 -3.5549 14.6619
H 2.3475 -5.7498 15.6588
H 2.2041 -7.7294 14.2957
O -4.7834 3.3651 -5.4156
N -5.0502 4.5746 -5.3525
O -4.9086 5.3122 -4.3691
C -5.8094 5.1993 -6.4993
C -6.1849 6.5527 -6.5130
C -7.0009 7.0849 -7.4779
C -7.3883 6.2136 -8.5370
C -6.9272 4.8973 -8.5529
C -6.2118 4.3950 -7.4713
H -5.7960 7.2097 -5.7491
H -7.4206 8.0795 -7.5103
H -8.1357 6.6460 -9.1857
H -7.3985 4.2067 -9.2364
H -5.8202 3.3908 -7.4027
```

Calculated values
* orbital gap: 9.17 eV
* ΔE to the lowest compared entry with this formula, charge and spin: 4.410 eV
* LUMO: -0.025 Ha
* SMILES string: O=[N+]([O-])c1ccccc1.O=[N+]([O-])c1ccccc1.O=[N+]([O-])c1ccccc1.O=[N+]([O-])c1ccccc1.O=[N+]([O-])c1ccccc1.O=[N+]([O-])c1ccccc1.O=[N+]([O-])c1ccccc1
* E_HOMO: -0.3621 hartree
* largest force on an atom: 3.38 eV Å⁻¹

Here are the Löwdin charges for atoms 1 to 5, given in e: number 1, O, carries 0.078; number 2, N, carries -0.321; number 3, O, carries 0.058; number 4, C, carries -0.112; number 5, C, carries -0.023

=====

(3)
Density functional theory data (ωB97M-V/def2-TZVPD) for a structure of composition C42H36GeIMnN3O4S.

```
89
C42H36GeIMnN3O4S ωB97M-V/def2-TZVPD
Mn -1.5472 -0.0875 0.3537
C -1.3050 0.8868 -4.1525
C -2.3913 -0.0775 -3.7887
N -3.2308 -0.4632 -4.7134
C -4.2712 -1.2575 -4.3785
C -4.5496 -1.6344 -3.0951
C -5.7654 -2.4797 -2.8382
O -6.7167 -1.7479 -2.0556
C -3.6502 -1.2491 -2.0608
C -4.0083 -1.5635 -0.7022
N -3.3213 -1.3632 0.3770
C -3.8630 -1.8257 1.5984
C -4.6014 -3.0148 1.6510
C -5.1118 -3.5109 2.8351
C -4.8855 -2.8412 4.0272
C -4.1379 -1.6758 4.0129
C -3.6325 -1.1844 2.8198
I -2.5360 0.6177 2.9876
C -2.4904 -0.5158 -2.4219
O -1.5653 -0.1884 -1.5968
H -1.2358 0.9600 -5.2350
H -0.3503 0.5832 -3.7271
H -1.5321 1.8757 -3.7452
H -4.9139 -1.5628 -5.1963
H -5.4805 -3.4040 -2.3209
H -6.2012 -2.7542 -3.8012
H -7.5418 -2.2421 -2.0390
H -5.0144 -1.9655 -0.5899
H -4.7387 -3.5823 0.7402
H -5.6710 -4.4371 2.8275
H -5.2636 -3.2306 4.9625
H -3.9386 -1.1453 4.9335
S -5.3269 3.2013 0.2174
C -4.4739 1.7413 -0.1232
N -3.1888 1.7922 -0.0563
C -2.7684 3.0736 0.2835
C -1.4414 3.4738 0.4527
C -1.1940 4.7793 0.8225
C -2.2409 5.6878 1.0191
C -3.5554 5.3085 0.8529
C -3.8090 3.9901 0.4858
H -5.0225 0.8448 -0.3781
H -0.6310 2.7696 0.2906
H -0.1745 5.1055 0.9567
H -2.0135 6.7064 1.3045
H -4.3623 6.0123 1.0057
O -0.6023 -1.5600 1.8020
C 0.4677 -0.9117 1.7092
O 0.6260 -0.0530 0.7833
C 1.5316 -1.0452 2.7738
C 2.9584 -1.2920 2.2737
Ge 3.6656 -0.3681 0.6726
C 5.6029 -0.2349 1.0796
C 5.9755 0.3861 2.2736
C 7.3075 0.5153 2.6381
C 8.3028 0.0224 1.8050
C 7.9552 -0.5820 0.6068
C 6.6178 -0.7054 0.2489
C 3.4748 -1.6234 -0.8131
C 2.6717 -1.4328 -1.9350
C 2.5933 -2.4110 -2.9190
C 3.3011 -3.5962 -2.7896
C 4.0845 -3.8114 -1.6652
C 4.1675 -2.8305 -0.6886
C 3.1666 1.4820 0.3188
C 2.7726 2.3283 1.3521
C 2.5308 3.6736 1.1147
C 2.6679 4.1876 -0.1690
C 3.0443 3.3519 -1.2089
C 3.2963 2.0094 -0.9634
H 1.2317 -1.8431 3.4530
H 1.4816 -0.1015 3.3271
H 3.0506 -2.3445 1.9928
H 3.6595 -1.1221 3.0913
H 5.2112 0.7872 2.9330
H 7.5707 1.0008 3.5697
H 9.3440 0.1141 2.0870
H 8.7267 -0.9576 -0.0541
H 6.3654 -1.1673 -0.6984
H 2.0845 -0.5265 -2.0302
H 1.9705 -2.2573 -3.7904
H 3.2363 -4.3537 -3.5605
H 4.6294 -4.7399 -1.5482
H 4.7827 -3.0078 0.1873
H 2.6520 1.9372 2.3570
H 2.2391 4.3218 1.9325
H 2.4919 5.2389 -0.3580
H 3.1494 3.7473 -2.2115
H 3.6078 1.3696 -1.7817
```

Calculated values
* orbital gap (alpha / beta): 7.36 / 7.42 eV
* ΔE to the lowest compared entry with this formula, charge and spin: 0.871 eV
* LUMO (alpha / beta): -0.014 / -0.017 Ha
* expectation value of S²: 8.7544
* 2S+1: 6
* E_HOMO (alpha / beta): -0.2845 / -0.2900 hartree
* largest force on an atom: 0.69 eV Å⁻¹

Here are the Löwdin charges for atoms 1 to 5, given in e: number 1, Mn, carries 0.757; number 2, C, carries -0.021; number 3, C, carries -0.257; number 4, N, carries 0.117; number 5, C, carries -0.106

=====

Respective E values: -3057.37230 -3057.32636 -6011.21978 a.u..